{
  "formula": "H3O2Rb",
  "method": "ωB97M-V/def2-TZVPD",
  "species": ["Rb", "O", "H", "O", "H", "H"],
  "xyz": [[-0.5842, 0.7940, 1.6419], [-1.0069, -0.7260, -0.2234], [-0.9848, 0.2502, -0.2545], [1.0509, 0.1343, -0.1476], [1.4182, -0.5418, -0.7169], [0.1069, 0.0893, -0.2996]],
  "atomic_forces_ev_per_a": [[-0.008, 1.095, 3.340], [-2.739, 0.113, -0.408], [-2.996, -1.002, -1.878], [5.336, 2.002, 0.342], [-0.132, -0.024, -0.010], [0.538, -2.184, -1.386]],
  "mulliken_charge": [0.9110, -0.9141, 0.2164, -0.7725, 0.2542, 0.3049],
  "relative_energy_kcal_mol": 42.6,
  "lumo_energy_ev": -0.544,
  "energy_ha": -176.2533,
  "multiplicity": 1,
  "max_force_ha_per_bohr": 0.11104,
  "gap_ev": 7.285
}